Record 1
{"formula": "C2H2OS2", "method": "ωB97M-V/def2-TZVPD", "elements": ["S", "S", "O", "C", "C", "H", "H"], "coordinates": [[1.64373, 0.84976, -0.44799], [-0.27950, -1.44236, 0.03101], [-2.12141, 0.39788, 0.36469], [0.25462, 0.20297, -0.03450], [-1.03470, 0.87804, 0.57444], [0.60142, -2.00771, -0.66968], [-0.77733, 1.82003, 1.18420]], "nbo_charge": [0.111, 0.174, -0.470, -0.448, 0.379, 0.108, 0.146], "molar_mass_g_mol": 106.2, "de_lowest_kj_mol": 97.0, "homo_energy_ev": -9.14, "orbital_gap_ev": 7.92, "lumo_energy_ha": -0.0445, "smiles": "O=CC(=S)S"}

***

Record 2
{"formula": "C52H40BrF7INO15S", "method": "ωB97M-V/def2-TZVPD", "elements": ["I", "Br", "S", "F", "F", "F", "F", "F", "F", "F", "O", "O", "O", "O", "O", "O", "O", "O", "O", "O", "O", "O", "O", "O", "O", "N", "C", "C", "C", "C", "C", "C", "C", "C", "C", "C", "C", "C", "C", "C", "C", "C", "C", "C", "C", "C", "C", "C", "C", "C", "C", "C", "C", "C", "C", "C", "C", "C", "C", "C", "C", "C", "C", "C", "C", "C", "C", "C", "C", "C", "C", "C", "C", "C", "C", "C", "C", "C", "H", "H", "H", "H", "H", "H", "H", "H", "H", "H", "H", "H", "H", "H", "H", "H", "H", "H", "H", "H", "H", "H", "H", "H", "H", "H", "H", "H", "H", "H", "H", "H", "H", "H", "H", "H", "H", "H", "H", "H"], "coordinates": [[-0.88037, -1.38454, -2.86643], [2.05795, 1.96723, -1.11472], [4.55822, 0.24222, -0.02436], [5.81204, -1.94048, 0.56288], [8.92643, -1.54078, 0.47227], [7.11722, 0.85799, 2.11536], [9.20820, -0.38274, 2.25158], [5.30526, -0.75034, 2.33108], [7.48803, 0.57768, 0.00461], [7.83643, -2.03802, 2.29783], [8.40246, 5.72469, -1.59804], [-2.66135, -5.63771, 2.02605], [-4.53016, 2.97191, -2.36054], [-1.10344, -2.08654, 2.68844], [4.87497, -0.17209, -1.35498], [4.76573, 1.64709, 0.15391], [-0.90711, 1.86889, -0.24902], [-3.44653, 0.44814, -6.14075], [1.34822, 7.87780, 0.98564], [7.96213, 3.72284, 3.28459], [-1.02256, -5.72307, 5.46411], [-5.56217, 1.55193, -10.86666], [-3.32670, 7.85278, -0.69443], [-3.82707, -9.77647, 7.39531], [-1.36659, 3.79377, 2.98227], [-1.49208, -4.21544, 0.60077], [-0.77679, 0.68672, -0.01571], [-2.49725, -7.49914, 5.02076], [0.43823, -1.10175, 1.15941], [7.29309, 4.22371, -0.16285], [-3.14649, -2.32046, 0.60068], [7.17175, -0.05047, 1.13029], [-1.64902, -5.02073, 1.75090], [-0.43788, -5.12219, 2.66492], [-4.34613, 6.51509, -2.34072], [1.52816, -1.80957, 1.54855], [1.78924, 0.45241, 0.00057], [-1.23754, -6.11134, -1.02388], [8.30546, -1.05625, 1.53741], [-3.18575, -8.84809, 6.95297], [2.74227, -1.37800, 1.15737], [9.06741, 5.22476, 1.84956], [-3.50780, 4.31060, -0.71315], [-0.48802, 5.94984, 3.32808], [-4.64921, 5.28880, -2.75760], [-1.66380, -6.65194, 5.90895], [-0.20662, 4.68937, 1.14143], [9.17980, 5.72616, 0.62287], [-2.57837, -0.05125, -2.62534], [0.19366, 6.97599, 2.82649], [-4.25363, 4.09060, -1.97782], [8.30032, 5.26480, -0.48082], [-2.75567, -3.70902, 0.07134], [-3.63239, 0.99473, -9.64047], [-3.93126, 0.70058, -7.22500], [-3.60071, 6.73620, -1.07561], [-0.91598, -1.56892, 1.60045], [-1.64562, -6.98024, 7.35564], [7.18046, 3.72057, 1.06356], [-2.96396, 0.19637, -1.12962], [5.75785, -0.71345, 1.07488], [-1.93705, -0.25146, -0.13091], [2.89940, -0.25131, 0.40293], [0.72840, 6.94227, 1.44230], [-2.35154, -7.99812, 7.84008], [0.47548, 5.71877, 0.64207], [-3.10114, 0.71597, -8.45317], [-5.07794, 1.30005, -9.78571], [-3.20316, -8.51723, 5.50676], [-2.02102, -1.34430, 0.62567], [-0.63391, -4.83531, -0.41380], [-3.20580, 5.53710, -0.29649], [-0.74117, 4.72822, 2.52472], [8.05976, 4.18130, 2.16598], [-5.37563, 1.00526, -7.36780], [-5.90772, 1.28394, -8.55454], [-3.77507, -0.63993, -3.41426], [0.54604, 0.02397, 0.37434], [-2.30018, 0.90101, -3.05738], [-5.19278, 5.10648, -3.67597], [-3.81880, -9.14743, 4.87778], [-0.70029, -6.42913, -1.91435], [-4.65962, -0.76088, -2.79406], [-2.62575, -3.61202, -1.00915], [-1.03086, -6.34881, 7.98456], [-0.72887, -4.69183, 3.60843], [9.69830, 5.54750, 2.66816], [-2.66304, 5.71927, 0.62187], [-3.04438, 1.01222, -10.54911], [-0.37074, 3.78738, 0.56457], [-3.22634, 3.42526, -0.15588], [-0.88814, 5.95542, 4.33408], [-4.62497, 7.40185, -2.89548], [1.37306, -2.69080, 2.15139], [-2.28196, -5.97104, -1.30253], [-0.45847, -4.12715, -1.22145], [-3.60347, -4.38263, 0.20595], [-2.98923, 1.28066, -1.02906], [-5.96313, 0.98776, -6.45835], [-3.48941, -2.43310, 1.63583], [0.87684, 5.71254, -0.36370], [-2.49788, -7.23867, 3.96839], [6.45303, 2.96219, 1.31069], [0.39663, -4.59214, 2.20746], [-2.05006, 0.49006, -8.32609], [-3.49374, -1.60645, -3.82405], [9.90847, 6.48634, 0.37131], [-6.95893, 1.50957, -8.68031], [-1.23055, -6.89049, -0.26175], [-2.35293, -8.25463, 8.89182], [6.65952, 3.90029, -0.97949], [-0.14041, -6.16214, 2.76917], [-4.01384, -1.98873, 0.03979], [-3.96194, -0.14948, -0.89469], [3.61583, -1.94340, 1.44531], [0.31216, -5.10285, 0.05581], [0.38932, 7.87613, 3.39514], [-3.97869, -0.00079, -4.27610]], "lowdin_charge": [0.955, 0.917, 0.741, 0.135, 0.197, 0.149, 0.184, 0.131, 0.175, 0.192, 0.104, 0.080, 0.100, 0.134, -0.256, -0.321, 0.056, 0.084, 0.111, 0.106, 0.093, 0.113, 0.115, 0.106, 0.103, -0.081, -0.286, 0.033, -0.071, 0.032, -0.083, -0.375, -0.460, 0.003, 0.024, 0.026, -0.521, -0.060, -0.548, -0.388, -0.036, 0.019, 0.034, 0.020, 0.020, -0.363, -0.001, 0.018, -0.644, 0.024, -0.372, -0.386, -0.160, 0.024, -0.363, -0.379, -0.257, 0.022, 0.012, -0.168, -0.464, -0.173, -0.279, -0.383, 0.021, 0.026, 0.025, -0.385, 0.024, -0.101, -0.213, 0.030, -0.392, -0.380, 0.026, 0.024, -0.158, -0.112, 0.072, 0.120, 0.123, 0.076, 0.073, 0.102, 0.121, 0.063, 0.120, 0.108, 0.123, 0.083, 0.112, 0.121, 0.123, 0.123, 0.074, 0.067, 0.123, 0.083, 0.124, 0.134, 0.124, 0.105, 0.086, 0.054, 0.124, 0.030, 0.120, 0.123, 0.075, 0.121, 0.125, 0.092, 0.113, 0.106, 0.115, 0.112, 0.122, 0.036], "molar_mass_g_mol": 1290.7, "homo_energy_ev": -9.47, "orbital_gap_ev": 7.64, "lumo_energy_ha": -0.0670, "smiles": "CCN(CCC1=C(C[C@H](C)I)C(=O)c2c(ccc(S(=O)(=O)C(F)(F)C(F)(F)C(F)(F)F)c2Br)C1=O)C(C)=O.O=C1C=CC(=O)C=C1.O=C1C=CC(=O)C=C1.O=C1C=CC(=O)C=C1.O=C1C=CC(=O)C=C1.O=C1C=CC(=O)C=C1"}

***

Record 3
{"formula": "C7H9NO", "method": "ωB97M-V/def2-TZVPD", "elements": ["O", "N", "C", "C", "C", "C", "C", "C", "C", "H", "H", "H", "H", "H", "H", "H", "H", "H"], "coordinates": [[0.56946, -2.57436, 0.55374], [2.09427, -0.79961, 1.03256], [0.74406, 0.99003, 2.06165], [0.28167, -0.07201, 0.31403], [1.60242, 0.58892, 0.89590], [-1.45618, -0.71855, -1.24557], [-0.10106, 0.02043, -1.15086], [-0.36969, 0.46081, 1.57043], [0.95036, -1.45445, 0.65669], [0.64937, -0.56841, -1.64041], [-1.34285, -1.78130, -1.04792], [2.39032, 1.32855, 0.62506], [-2.16338, -0.28686, -0.59464], [-1.42030, 0.23348, 1.93150], [-1.84666, -0.47348, -2.26695], [-0.26103, 1.13173, -1.36745], [2.68430, -1.16940, 1.84296], [1.05843, 1.53534, 2.92044]], "nbo_charge": [-0.573, -0.626, -0.194, -0.128, -0.095, -0.609, -0.397, -0.175, 0.690, 0.223, 0.231, 0.216, 0.198, 0.222, 0.207, 0.212, 0.390, 0.208], "molar_mass_g_mol": 123.2, "de_lowest_kj_mol": 292.9, "homo_energy_ev": -9.01, "orbital_gap_ev": 9.82, "lumo_energy_ha": 0.0300, "smiles": "CC[C@]12C=C[C@H]1NC2=O"}

***

Record 4
{"formula": "C28H36Cl2N9O3Ru", "method": "ωB97M-V/def2-TZVPD", "elements": ["Ru", "Cl", "Cl", "O", "O", "O", "N", "N", "N", "N", "N", "N", "N", "N", "N", "C", "C", "C", "C", "C", "C", "C", "C", "C", "C", "C", "C", "C", "C", "C", "C", "C", "C", "C", "C", "C", "C", "C", "C", "C", "C", "C", "C", "H", "H", "H", "H", "H", "H", "H", "H", "H", "H", "H", "H", "H", "H", "H", "H", "H", "H", "H", "H", "H", "H", "H", "H", "H", "H", "H", "H", "H", "H", "H", "H", "H", "H", "H", "H"], "coordinates": [[-0.28316, -0.00310, -0.61661], [-4.16477, -2.23370, -3.51239], [-2.46718, -6.92742, -1.50670], [-2.04336, -1.05609, -1.73305], [0.28144, 0.77713, 1.48907], [1.81660, -0.50714, 0.03754], [-3.23246, -0.84711, 1.17470], [2.24321, 0.08860, 1.12888], [-0.28511, -2.40836, -0.25445], [-2.18885, 0.97337, 0.17865], [1.47293, 0.74666, 1.90461], [1.79058, 3.74278, 0.66994], [2.40153, 2.20490, -0.81150], [-4.47389, 0.37078, -0.21427], [0.12317, 2.41752, -0.53746], [5.85518, -0.56740, 0.72227], [-4.64217, 0.94454, -1.55083], [3.64226, 2.61237, -0.20013], [-3.17352, -4.47320, -2.36366], [1.12576, 4.95302, 1.12156], [0.59380, -3.04892, 0.47877], [-2.14151, -2.33652, -1.72451], [-2.25590, 2.27502, -0.46520], [-0.34574, -5.18085, -0.04734], [-2.31997, -5.18880, -1.58270], [3.64733, 0.00024, 1.44443], [-4.53644, -1.47818, 1.24521], [-2.29419, -1.02918, 2.25842], [0.15870, 0.46168, -2.73514], [-5.29479, -0.80606, 0.10044], [4.49351, -0.47751, 0.45950], [-3.23441, 0.21961, 0.33638], [0.59543, -4.44952, 0.60964], [-1.05549, 3.01618, 0.05852], [-1.23501, -3.11954, -0.92422], [6.35964, -0.18717, 1.95539], [1.30602, 2.80237, -0.24466], [2.35351, 1.01568, -1.62659], [3.23355, 3.89168, 0.51302], [-3.07883, -3.07463, -2.44144], [-1.30745, -4.52678, -0.84879], [5.49193, 0.28289, 2.93508], [4.13201, 0.37566, 2.69073], [-4.45775, -2.55757, 1.10955], [4.41211, 2.78181, -0.95507], [6.52048, -0.94066, -0.04589], [1.35024, -4.92483, 1.22123], [2.62040, 1.23039, -2.66479], [1.33195, -2.43899, 0.97762], [0.52665, 1.47717, -2.86828], [7.42032, -0.25951, 2.15690], [3.44981, 0.73570, 3.44784], [-2.72434, -0.67524, 3.20300], [-5.59100, 0.58765, -1.94541], [-1.17232, 4.08057, -0.17295], [-3.93451, -4.98392, -2.93855], [1.76267, 5.40186, 1.88361], [4.07692, -0.77246, -0.49185], [-1.38054, -0.47143, 2.07348], [3.70832, 3.99938, 1.48872], [-4.67893, 2.03071, -1.52622], [-0.36257, -6.26056, 0.02270], [-3.15921, 2.83152, -0.19457], [0.16628, 4.75603, 1.57870], [0.99986, 5.68728, 0.31716], [3.47284, 4.78126, -0.08430], [-2.05208, -2.08829, 2.36272], [4.01159, 1.85002, 0.49801], [1.35464, 0.58381, -1.60717], [-4.99978, -1.28862, 2.21952], [-3.85042, 0.61031, -2.21973], [0.89939, -0.28030, -3.04647], [5.87605, 0.57259, 3.90490], [-1.06284, 2.88228, 1.14546], [3.05357, 0.27241, -1.23266], [-2.20676, 2.21316, -1.55714], [-0.78938, 0.29842, -3.23889], [-6.30385, -0.50595, 0.37763], [-5.35173, -1.46150, -0.76993]], "lowdin_spin": [3.824, 0.003, 0.002, 0.114, 0.083, 0.108, 0.012, 0.009, 0.063, 0.091, 0.006, 0.008, 0.009, 0.011, 0.088, 0.000, 0.001, 0.002, -0.001, 0.000, 0.016, 0.006, 0.010, 0.008, 0.007, 0.004, 0.001, 0.003, 0.286, 0.002, 0.001, 0.027, 0.001, 0.004, 0.002, 0.000, 0.017, 0.050, 0.001, 0.011, 0.000, 0.000, 0.001, 0.000, 0.000, 0.000, 0.000, 0.004, 0.001, 0.018, 0.000, 0.000, 0.000, 0.000, 0.001, 0.000, 0.000, 0.000, 0.002, 0.001, 0.000, 0.001, 0.002, 0.000, 0.000, 0.000, 0.000, 0.000, 0.022, 0.001, 0.000, 0.029, 0.000, 0.000, 0.001, 0.001, 0.023, 0.000, 0.000], "s2": 8.7578, "molar_mass_g_mol": 718.6, "homo_energy_ev": [-6.28, -7.15], "multiplicity": 6, "orbital_gap_ev": [6.64, 6.79], "lumo_energy_ha": [0.0134, -0.0130]}

***

Q: Which formula does entry 1 have?
A: C2H2OS2